Record 1
DFT (wB97M-V/def2-TZVPD) results for a molecular structure, C33H45FeN5P.

Molar mass, g/mol: 598.58
Energy relative to the best compared isomer or geometry (same formula, charge and spin), kcal per mole: 71.8
E_HOMO (alpha / beta), eV: -13.307 / -13.592
HOMO-LUMO gap (alpha / beta), eV: 6.67 / 7.12
E_LUMO (alpha / beta), eV: -6.640 / -6.472

Structure (ORCA input):
```
! wB97M-V def2-TZVPD RIJCOSX def2/J DEFGRID3
* xyz 2 2
Fe 0.21 -1.16 0.04
C 1.31 -3.70 -1.54
C 2.52 -3.10 -0.83
N 2.12 -2.34 0.36
C 2.01 -3.14 1.60
C 0.74 -3.99 1.58
N -0.31 -3.22 0.94
C -1.34 -3.84 0.13
C -1.12 -3.52 -1.38
N 0.15 -2.79 -1.56
H 1.00 -4.62 -1.04
H 1.60 -3.98 -2.55
H 3.05 -2.43 -1.50
H 3.21 -3.90 -0.57
H 2.80 -1.60 0.53
H 1.96 -2.43 2.43
H 2.89 -3.76 1.74
H 0.48 -4.30 2.59
H 0.90 -4.90 1.00
H -0.57 -2.41 1.48
H -2.33 -3.49 0.43
H -1.33 -4.92 0.30
H -1.93 -2.89 -1.75
H -1.12 -4.44 -1.97
H 0.11 -2.29 -2.44
C -2.86 -1.08 -4.09
C -3.75 -0.33 -3.13
C -5.09 -0.12 -3.45
C -5.94 0.56 -2.59
C -5.45 1.06 -1.39
C -4.12 0.88 -1.06
C -3.27 0.20 -1.92
P -1.51 -0.04 -1.53
C -1.38 0.59 0.18
C -1.80 -0.38 1.11
C -1.88 -0.11 2.48
C -1.55 1.15 2.93
C -1.17 2.13 2.01
C -1.07 1.89 0.65
C -0.72 3.04 -0.26
C -0.56 1.05 -2.61
C -1.10 1.93 -3.54
C -0.25 2.68 -4.33
C 1.12 2.55 -4.19
C 1.66 1.67 -3.26
C 0.81 0.90 -2.46
C 1.40 -0.03 -1.46
H -3.46 -1.54 -4.88
H -2.31 -1.88 -3.59
H -2.13 -0.43 -4.57
H -5.47 -0.51 -4.38
H -6.97 0.70 -2.86
H -6.11 1.59 -0.71
H -3.75 1.28 -0.12
H -2.27 -1.29 0.73
H -2.24 -0.87 3.16
H -1.63 1.39 3.98
H -0.98 3.13 2.37
H -0.66 3.96 0.31
H -1.48 3.17 -1.03
H 0.23 2.88 -0.77
H -2.18 2.04 -3.63
H -0.66 3.37 -5.06
H 1.79 3.13 -4.82
H 2.73 1.57 -3.17
H 1.91 0.47 -0.64
H 2.04 -0.78 -1.91
N 1.23 -0.11 1.56
C 1.69 0.69 2.27
N 2.23 1.57 3.05
C 2.62 1.23 4.44
C 3.99 1.81 4.74
C 4.03 3.30 4.44
C 3.66 3.56 2.98
C 2.28 3.00 2.68
H 2.60 0.15 4.55
H 1.87 1.66 5.11
H 4.74 1.29 4.14
H 4.22 1.61 5.79
H 5.02 3.70 4.65
H 3.33 3.83 5.09
H 4.39 3.09 2.33
H 3.66 4.63 2.76
H 2.02 3.09 1.62
H 1.52 3.52 3.26
*
```

=====

Record 2
DFT (wB97M-V/def2-TZVPD) results for C4H7NOS in the gas phase.

Molar mass, g/mol: 117.17
Energy relative to the best compared isomer or geometry (same formula, charge and spin), kcal per mole: 54.0
E_HOMO, eV: -8.633
HOMO-LUMO gap, eV: 9.18
E_LUMO, eV: 0.551

Structure (ORCA input):
```
! wB97M-V def2-TZVPD RIJCOSX def2/J DEFGRID3
* xyz 0 1
C 1.06 0.59 -0.45
C 0.79 0.55 1.02
C -0.25 1.05 0.04
C -1.90 -1.22 0.35
H 1.05 -0.49 -2.16
H 0.73 -1.44 -0.70
H 1.51 1.50 -0.86
H 1.07 1.44 1.60
H 0.80 -0.39 1.71
H -0.42 2.10 0.00
H -2.99 -1.61 0.33
N 1.25 -0.60 -1.15
O -0.88 -1.81 0.77
S -1.82 0.33 -0.49
*
```

=====

Record 3
DFT (wB97M-V/def2-TZVPD) results for NO3PS in the gas phase.

Molar mass, g/mol: 125.05
Energy relative to the best compared isomer or geometry (same formula, charge and spin), kcal per mole: 25.4
E_HOMO, eV: -10.630
HOMO-LUMO gap, eV: 8.93
E_LUMO, eV: -1.700

Structure (ORCA input):
```
! wB97M-V def2-TZVPD RIJCOSX def2/J DEFGRID3
* xyz 0 1
N 0.80 -1.92 1.42
O -0.47 1.70 -1.48
O -0.41 0.41 0.77
O 0.77 -0.97 -0.94
P -1.15 1.67 -0.23
S 0.46 -0.90 0.46
*
```

=====

Record 4
DFT (wB97M-V/def2-TZVPD) results for C4H9NO2 in the gas phase.

Molar mass, g/mol: 103.12
Energy relative to the best compared isomer or geometry (same formula, charge and spin), kcal per mole: 55.0
E_HOMO, eV: -9.303
HOMO-LUMO gap, eV: 10.07
E_LUMO, eV: 0.769

Structure (ORCA input):
```
! wB97M-V def2-TZVPD RIJCOSX def2/J DEFGRID3
* xyz 0 1
C 0.90 -0.93 0.14
C 0.40 0.53 0.19
C 0.01 -0.48 1.25
C -0.52 0.99 -0.87
N -1.64 1.67 -0.12
O 0.34 -1.85 -0.78
O 2.26 -1.17 0.46
H 0.28 -2.73 -0.37
H 2.78 -1.16 -0.35
H 1.12 1.29 0.48
H -2.21 2.18 -0.78
H -2.24 0.95 0.28
H 0.46 -0.36 2.23
H -1.00 -0.85 1.26
H -0.92 0.19 -1.50
H -0.02 1.74 -1.50
*
```

=====

Record 5
DFT (wB97M-V/def2-TZVPD) results for C5H12 in the gas phase.

Molar mass, g/mol: 72.15
Energy relative to the best compared isomer or geometry (same formula, charge and spin), kcal per mole: 4.0
E_HOMO, eV: -11.031
HOMO-LUMO gap, eV: 12.28
E_LUMO, eV: 1.245

Structure (ORCA input):
```
! wB97M-V def2-TZVPD RIJCOSX def2/J DEFGRID3
* xyz 0 1
C -0.22 0.01 -2.07
C 0.44 0.57 -0.79
C 0.24 -0.32 0.43
C 0.96 0.32 1.62
C -1.23 -0.60 0.75
H -0.09 0.74 -2.88
H -1.29 -0.16 -1.96
H 0.28 -0.94 -2.32
H 1.52 0.71 -0.99
H 0.01 1.52 -0.53
H 0.71 -1.30 0.27
H 0.49 1.27 1.91
H 2.04 0.50 1.42
H 0.96 -0.31 2.53
H -1.31 -1.15 1.70
H -1.81 0.33 0.92
H -1.71 -1.20 -0.01
*
```

=====

Record 6
DFT (wB97M-V/def2-TZVPD) results for C4H3FO in the gas phase.

Molar mass, g/mol: 86.07
Energy relative to the best compared isomer or geometry (same formula, charge and spin), kcal per mole: 39.8
E_HOMO, eV: -10.253
HOMO-LUMO gap, eV: 10.94
E_LUMO, eV: 0.687

Structure (ORCA input):
```
! wB97M-V def2-TZVPD RIJCOSX def2/J DEFGRID3
* xyz 0 1
C 0.23 -0.29 0.43
C -0.53 1.04 0.48
C -0.42 -1.31 -0.37
C -1.10 -1.99 -1.10
H 0.34 -0.60 1.45
H -1.61 0.98 0.60
H -1.66 -2.49 -1.87
O 0.05 2.09 0.42
F 1.49 0.08 -0.02
*
```

=====

Record 7
DFT (wB97M-V/def2-TZVPD) results for a gas-phase ion, C4H7N4 (charge +1).

Molar mass, g/mol: 111.13
Energy relative to the best compared isomer or geometry (same formula, charge and spin), kcal per mole: 127.0
E_HOMO (alpha / beta), eV: -11.214 / -11.214
HOMO-LUMO gap (alpha / beta), eV: 6.65 / 6.65
E_LUMO (alpha / beta), eV: -4.565 / -4.566

Structure (ORCA input):
```
! wB97M-V def2-TZVPD RIJCOSX def2/J DEFGRID3
* xyz 1 1
C -3.01 1.15 -0.33
C -2.39 -1.14 0.19
C -0.44 0.40 0.44
C 1.88 -0.12 -0.37
N -2.87 0.01 -0.16
N -0.97 -0.79 0.31
N 3.16 0.25 -0.06
N 0.97 0.48 0.47
H -3.05 1.84 -1.11
H -2.72 -2.10 0.57
H 1.54 -0.89 -1.10
H -0.40 -1.66 0.39
H 3.91 0.24 -0.76
H 3.13 1.10 0.50
H 1.26 1.25 1.02
*
```

=====

> Which value of energy relative to the best compared isomer or geometry (same formula, charge and spin) does entry 7 give?

127.0 kcal per mole

=====

> What is the molar mass in the first record?

598.58 g/mol